DFT (ωB97M-V/def2-TZVPD) results for C5H8NP in the gas phase in a non-equilibrium geometry.

Bonds (Å) are listed after each position.
Geometry (Å):
1 C -0.03 -1.73 3.08  N6 1.207, H8 1.050
2 C 0.86 -1.44 0.83  N6 1.260, P7 1.871, H9 1.135
3 C -0.94 0.76 0.39  C4 1.563, P7 1.685
4 C -1.81 1.85 -0.32  C3 1.563, H10 1.084, H11 1.034, H12 1.229
5 C 1.26 -0.22 -1.96  P7 1.890, H13 1.082, H14 1.078, H15 1.098
6 N 0.43 -1.41 2.01  C1 1.207, C2 1.260
7 P 0.19 -0.20 -0.40  C2 1.871, C3 1.685, C5 1.890
8 H -0.08 -1.13 3.94  C1 1.050
9 H 1.82 -1.98 0.56  C2 1.135
10 H -1.26 2.61 -0.85  C4 1.084
11 H -2.49 2.23 0.36  C4 1.034
12 H -2.30 1.31 -1.31  C4 1.229
13 H 1.55 0.81 -2.12  C5 1.082
14 H 0.73 -0.69 -2.76  C5 1.078
15 H 2.08 -0.77 -1.47  C5 1.098

Frontier orbital gap (eV): 7.662
LUMO level (eV): 0.24
Spin multiplicity: 1
HOMO (eV): -7.42

These are the natural (NBO) partial charges, in e, on atoms 1 to 4:
1. C 0.036
2. C -0.366
3. C -0.497
4. C -0.685

DFT (ωB97M-V/def2-TZVPD) results for 2 unconnected molecules or ions with the total composition C5H8NP in a non-equilibrium geometry.

Bonds (Å) are listed after each position.
Geometry (Å):
1 C 2.07 0.56 -0.79  C2 1.387, C3 1.340, H8 1.110
2 C 2.44 0.31 0.52  C1 1.387, C4 1.347, H9 1.030
3 C 0.92 -0.09 -1.01  C1 1.340, N6 1.398, H10 1.040
4 C 1.48 -0.51 1.01  C2 1.347, N6 1.353, H11 1.045
5 C -3.16 0.76 -0.38  H12 1.054, H13 1.008, H14 1.049
6 N 0.54 -0.84 0.10  C3 1.398, C4 1.353, P7 1.728
7 P -0.96 -1.71 0.10  N6 1.728, H15 1.369
8 H 2.54 1.39 -1.36  C1 1.110
9 H 3.07 0.73 1.22  C2 1.030
10 H 0.60 -0.39 -1.95  C3 1.040
11 H 1.39 -0.85 1.99  C4 1.045
12 H -3.76 0.07 0.15  C5 1.054
13 H -2.96 0.65 -1.36  C5 1.008
14 H -2.88 1.46 0.35  C5 1.049
15 H -1.33 -1.54 1.41  P7 1.369

Frontier orbital gap (spin up / spin down) (eV): 7.513 / 8.122
LUMO level (spin up / spin down) (eV): -0.98 / 0.08
Spin multiplicity: 1
HOMO (spin up / spin down) (eV): -8.49 / -8.04

These are the natural (NBO) partial charges, in e, on atoms 1 to 4:
1. C -0.276
2. C -0.299
3. C -0.081
4. C -0.033

Energy relative to the best compared isomer or geometry (same formula, charge and spin) in kJ/mol, matching the order above: 600.4, 376.6